1.
The following is a DFT calculation (ωB97M-V/def2-TZVPD) of the molecule C4H7NO.

## Properties
frontier orbital gap: 10.65 eV
energy above the lowest of the compared OMol25 structures with the same formula, charge and spin: 22.9 kcal per mole
net charge: 0
electronic energy: -286.59517 a.u.

Geometry (Å):
C: 1.413 0.613 0.211
C: 0.334 -0.106 -0.583
C: -0.447 -1.171 0.193
N: -1.603 -0.446 0.741
C: -1.668 0.608 0.038
O: -0.714 0.850 -0.892
H: 1.844 1.431 -0.373
H: 0.992 1.035 1.129
H: 2.216 -0.078 0.486
H: 0.730 -0.503 -1.520
H: -0.824 -1.945 -0.487
H: 0.165 -1.660 0.956
H: -2.438 1.373 0.101

2.
The following is a DFT calculation (ωB97M-V/def2-TZVPD) of the molecule C4H7NO at a distorted geometry.

## Properties
frontier orbital gap: 9.47 eV
energy above the lowest of the compared OMol25 structures with the same formula, charge and spin: 30.9 kcal per mole
net charge: 0
electronic energy: -286.58244 a.u.

Geometry (Å):
C: -2.288 -0.460 -0.153
C: -1.042 0.468 0.027
O: -1.202 1.683 0.004
C: 0.227 -0.215 0.207
C: 1.355 0.539 0.010
N: 2.654 0.092 -0.150
H: -3.219 0.000 -0.297
H: -2.131 -1.304 -0.861
H: -2.255 -0.919 0.883
H: 0.230 -1.271 0.459
H: 1.397 1.623 -0.029
H: 3.465 0.696 -0.073
H: 2.810 -0.933 -0.028

3.
The following is a DFT calculation (ωB97M-V/def2-TZVPD) of the molecule C4H7NO.

## Properties
frontier orbital gap: 10.74 eV
energy above the lowest of the compared OMol25 structures with the same formula, charge and spin: 40.7 kcal per mole
net charge: 0
electronic energy: -286.56675 a.u.

Geometry (Å):
C: -2.287 -0.302 -0.276
N: -0.941 -0.808 -0.374
C: -0.078 -0.266 0.373
C: 1.371 -0.413 0.023
C: 2.097 0.909 0.107
O: 1.602 1.943 0.488
H: -2.426 0.252 -1.210
H: -2.440 0.397 0.562
H: -3.027 -1.104 -0.249
H: -0.345 0.426 1.185
H: 1.911 -1.157 0.622
H: 1.409 -0.757 -1.018
H: 3.153 0.879 -0.232